Record 1
45
Properties=species:S:1:pos:R:3 method="wB97M-V/def2-TZVPD" energy_ev=-31191.183 homo_energy_ha=-0.2916 relative_energy_kcal_mol=241.7
H 1.7451 -1.0812 0.2166
H 0.8515 -0.1853 1.0295
H 0.9159 1.7833 0.2839
H 1.0977 1.0103 -0.9865
H -4.1697 -0.4760 0.2056
H -3.1448 -0.7517 -0.9913
H 1.8309 3.2781 -1.7153
H 2.4556 2.4188 -0.7201
H 3.2495 -1.7760 -4.5275
H 4.6068 -1.7356 -3.7290
H 1.2664 -4.0083 1.3487
H 1.4761 -2.6701 0.6303
H 1.4242 0.9111 4.0478
H 1.7648 2.4142 4.0445
H -4.0366 2.4525 1.5486
H -2.6207 2.1489 1.8405
H -0.7367 1.4773 -3.4331
H -1.2518 1.2933 -1.9759
H 6.0378 -0.7195 -0.6127
H 4.5564 -0.9152 -0.3361
H -1.0121 -2.3018 0.5649
H -0.3473 -1.4236 1.6557
H -1.7629 3.9438 -0.0579
H -0.6140 3.0549 0.4838
H -1.3059 2.0100 4.7313
H -1.3206 1.5229 3.1944
H -1.1467 -4.1606 -2.9117
H -1.6577 -3.1716 -1.9981
H -3.4542 -2.7524 -1.7313
H -3.6201 -2.7461 -0.2733
O 0.7659 -0.7289 0.2500
O 0.5884 0.9362 -0.1924
O -4.1162 -0.4817 -0.7418
O 2.2905 3.3616 -0.9152
O 3.6636 -1.6507 -3.6372
O 0.9162 -3.1325 1.1680
O 1.1514 1.7940 3.8418
O -3.1067 2.8611 1.4814
O -0.6757 0.9593 -2.6278
O 5.2907 -0.2463 -0.2735
O -1.2351 -1.7564 1.3123
O -0.9961 3.4636 -0.3109
O -1.1040 2.2258 3.7656
O -1.4143 -4.0944 -2.0324
O -3.0955 -2.3553 -0.9143

Record 2
45
Properties=species:S:1:pos:R:3 method="wB97M-V/def2-TZVPD" energy_ev=-31200.260 homo_energy_ha=-0.3768 relative_energy_kcal_mol=32.4
O -0.0068 -0.6363 -2.8749
H -0.1492 -0.7196 -1.9301
H 0.5299 -1.4151 -2.9372
O 0.3604 -1.8411 3.9004
H -0.2829 -2.4733 3.5943
H 0.2160 -0.9979 3.4485
O 0.1587 3.3223 2.0214
H 0.3244 3.7477 1.1783
H 0.2049 2.3839 1.8526
O 2.6449 0.1408 -2.2393
H 2.3942 -0.6302 -1.6949
H 3.2819 -0.1536 -2.8729
O -2.2571 1.3570 3.2733
H -1.8584 1.1478 4.1118
H -2.0174 0.7736 2.5440
O -2.5286 -1.9193 -0.8347
H -2.7782 -1.4604 -1.6376
H -3.1734 -2.6552 -0.8715
O 0.8345 2.2866 -2.6993
H 1.3257 1.4472 -2.6795
H 1.4205 3.0187 -2.8206
O 2.4560 0.8643 0.7851
H 3.3275 0.5172 0.9810
H 1.9801 0.4205 0.0462
O -2.8190 0.7758 -1.9486
H -2.8518 1.7131 -1.6341
H -2.1777 0.8540 -2.6798
O 0.0334 -3.0328 -1.3181
H -0.8045 -2.5862 -1.1386
H -0.0610 -3.7450 -1.9250
O -1.5430 -1.2149 1.7865
H -1.1110 -2.0281 1.5424
H -2.0921 -1.0350 1.0810
O 0.6470 0.7949 2.8150
H 1.0765 1.2047 3.5760
H 1.3382 0.7288 2.1653
O 0.0750 -0.1035 -0.1390
H -0.2893 0.7420 -0.4330
H -0.5078 -0.3324 0.6313
O 2.5716 -2.2138 -0.3773
H 1.5953 -2.2027 -0.4126
H 3.0042 -2.8048 -0.9852
O -0.9331 2.3655 -0.5722
H -0.9889 3.2094 -0.2510
H -0.5696 2.3855 -1.4273

Record 3
45
Properties=species:S:1:pos:R:3 method="wB97M-V/def2-TZVPD" energy_ev=-31200.421 homo_energy_ha=-0.3577 relative_energy_kcal_mol=28.7
O 1.6458 -1.1989 -2.2834
H 2.4688 -1.5749 -2.5634
H 1.9468 -0.3049 -2.1674
O 2.0348 1.6191 -1.6864
H 2.4338 2.4591 -1.4854
H 1.9028 1.4071 -0.7614
O 1.0598 -0.3029 2.9236
H 0.3258 0.3371 2.9236
H 1.5158 -0.1919 2.1336
O -2.2542 -1.5959 0.3736
H -2.4282 -0.8049 0.8846
H -2.4972 -1.2979 -0.5384
O -0.4492 -3.0819 -2.7304
H -0.7272 -3.8689 -2.1554
H 0.2418 -2.5819 -2.2584
O 0.2988 3.3781 0.9576
H 0.2318 3.2411 0.0136
H 1.0798 2.9451 1.2526
O -2.6352 -1.3469 -2.0774
H -3.1532 -2.1529 -2.0384
H -1.7602 -1.7069 -2.3104
O 0.2078 0.2391 0.1846
H -0.6392 0.6391 0.1006
H 0.1028 -0.5789 -0.2474
O -2.1022 1.4881 -0.2784
H -1.6192 1.4311 -1.1584
H -2.9132 1.0601 -0.3954
O 2.8358 -1.0109 0.8186
H 2.1518 -1.6059 0.6466
H 3.3958 -1.2639 1.5296
O 0.5398 -2.7869 0.1816
H 0.6268 -3.4989 0.7676
H -0.3602 -2.5389 0.3736
O 2.6068 1.7171 1.2836
H 3.5468 1.6611 1.2126
H 2.2728 0.8401 1.0946
O -2.5622 0.2671 2.3276
H -3.3512 0.6351 2.6786
H -2.5552 -0.5849 2.6696
O -0.6132 1.9331 2.9676
H -0.3792 2.4131 2.1656
H -1.3882 1.4071 2.6686
O -0.7162 1.6931 -2.4524
H 0.2138 1.9331 -2.3534
H -0.5842 1.1361 -3.1914

Record 4
45
Properties=species:S:1:pos:R:3 method="wB97M-V/def2-TZVPD" energy_ev=-31196.545 homo_energy_ha=-0.4177 relative_energy_kcal_mol=118.1
H -1.1272 0.9703 0.6968
H -0.3124 0.0373 -0.2343
H 0.6197 -2.3607 3.6993
H 0.1864 -3.5070 4.5393
H -0.9598 2.5821 3.2949
H -0.3180 1.3063 3.7951
H 0.5150 1.7772 0.1703
H -0.8125 1.9172 -0.5953
H 2.6882 -0.2719 -1.7369
H 3.6449 -0.3802 -0.4205
H -0.4150 5.1081 0.9967
H 0.6417 4.9701 1.9195
H 2.5556 -4.3224 -0.8342
H 1.1955 -4.1107 -0.0192
H -2.3257 -3.4039 1.8981
H -3.6395 -3.6003 1.4581
H -3.3248 -1.6381 -3.0452
H -3.9085 -0.2343 -2.6733
H 2.1885 2.8583 -2.6534
H 2.6426 3.0434 -4.1101
H 1.5035 3.5255 2.7844
H 2.5328 3.3859 1.8163
H -1.9545 -4.1447 -3.6455
H -1.1519 -2.8720 -3.4468
H 3.4496 -1.4875 1.6248
H 2.4949 -0.4024 1.1626
H -3.8900 0.4612 -0.3247
H -3.3018 1.4659 0.6692
H 0.5130 -2.3306 -5.2249
H 0.7112 -1.0768 -4.1919
O -0.9089 0.0344 0.4917
O 0.7010 -2.7266 4.6489
O -0.1754 2.2925 3.7145
O 0.2169 2.0743 -0.6675
O 3.4425 0.1260 -1.2911
O -0.2389 5.4262 1.8310
O 1.7333 -3.8280 -0.8320
O -3.1614 -3.2697 2.2428
O -3.5644 -1.0350 -2.2779
O 1.9638 3.2388 -3.4637
O 1.6815 3.1035 1.9444
O -0.9901 -3.8347 -3.5149
O 2.7912 -0.7871 1.9720
O -4.0375 0.8420 0.6076
O 0.4662 -1.3149 -5.0770